Entry 1:
Molecular formula: C4H10ClFN
Method: DFT, ωB97M-V with the def2-TZVPD basis set

Values from the calculation:
- Net charge: +1
- Highest occupied orbital energy (alpha / beta): -13.26 / -13.91 eV
- Energy: -772.75710 a.u.

Each line ends with the Mulliken charge.
Positions of all 17 atoms, in Å:
C  -1.00  0.28  -1.65  -0.921
C  -1.16  1.11  0.61  -0.879
C  -0.48  -1.14  0.27  -0.694
C  2.50  -0.95  0.86  0.007
N  -0.43  0.15  -0.27  0.343
F  2.41  -0.61  2.12  -0.179
Cl  2.41  0.48  -0.06  -0.140
H  -0.09  0.12  -2.31  0.340
H  -1.83  -0.38  -1.91  0.357
H  -1.34  1.22  -1.71  0.432
H  -0.50  1.59  1.30  0.385
H  -1.72  1.93  0.03  0.270
H  -1.76  0.69  1.28  0.402
H  0.15  -2.00  -0.07  0.375
H  -0.98  -1.56  1.15  0.306
H  3.27  -1.60  0.74  0.392
H  0.55  0.66  -0.39  0.207



Entry 2:
Molecular formula: C4H10ClFN2
Method: DFT, ωB97M-V with the def2-TZVPD basis set

Values from the calculation:
- Highest occupied orbital energy: -9.25 eV
- Energy: -827.96085 a.u.

Each line ends with the Mulliken charge.
Positions of all 18 atoms, in Å:
C  -2.30  -0.97  0.15  -1.041
N  -0.93  -0.72  -0.26  -0.241
C  -0.26  0.10  0.68  -0.999
C  0.88  0.85  0.02  -0.172
N  0.73  1.23  -1.41  -0.710
C  2.21  0.14  0.16  0.031
F  2.44  -0.10  1.49  -0.252
Cl  2.35  -1.43  -0.67  -0.196
H  -2.48  -1.39  1.12  0.355
H  -2.72  -1.66  -0.60  0.333
H  -2.94  -0.09  0.06  0.337
H  -0.42  -1.59  -0.40  0.219
H  0.12  -0.43  1.57  0.353
H  -0.94  0.81  1.07  0.616
H  0.98  1.78  0.53  0.451
H  0.14  0.50  -1.85  0.340
H  0.16  2.10  -1.43  0.270
H  2.97  0.86  -0.24  0.307